(1)
A cluster of 2 separate species, C3H10N3O in total. Source: the Open Molecules 2025 dataset; level of theory: ωB97M-V/def2-TZVPD.

```
17
Properties=species:S:1:pos:R:3
C 0.478 -1.496 0.964
C -0.578 -1.396 0.158
N -1.453 -2.444 -0.078
N 1.326 -0.343 1.342
H 0.795 -2.417 1.432
H -0.887 -0.439 -0.234
H -1.812 -2.438 -1.018
H -1.025 -3.352 0.077
H 2.300 -0.590 1.164
H 1.212 -0.182 2.343
H 1.136 0.541 0.757
C 0.287 2.077 -1.104
N -0.884 2.701 -1.209
O 0.890 1.919 -0.052
H 0.665 1.675 -2.050
H -1.273 2.967 -2.100
H -1.174 3.218 -0.392
```

E_HOMO in Eh: -0.4776
Relative energy (zero: lowest compared OMol25 entry of this formula, charge and spin) in kcal/mol: 34.5
Total charge: +1
Lowest unoccupied orbital energy in eV: -2.797
Frontier orbital gap in eV: 10.20
Largest force on an atom in eV/A: 0.921

Atom charges from the natural (NBO) analysis, given in e for atoms 1 to 6: -0.1941, 0.0450, -0.7608, -0.7018, 0.2177, 0.2048

---

(2)
A structure of composition C3H10BrNSi in a non-equilibrium geometry. Source: the Open Molecules 2025 dataset; level of theory: ωB97M-V/def2-TZVPD.

```
16
Properties=species:S:1:pos:R:3
C 0.935 -0.959 -1.059
C -0.006 -0.188 1.676
C 1.373 0.291 -0.279
N 0.256 0.655 0.534
Si -1.783 0.985 -0.722
Br -3.283 -0.226 0.255
H 1.745 -1.167 -1.757
H 0.845 -1.693 -0.379
H -0.124 -0.856 -1.443
H 0.905 0.050 2.316
H -0.936 -0.016 2.189
H -0.001 -1.283 1.489
H 2.065 0.068 0.516
H 1.599 1.203 -0.901
H -1.708 2.449 -0.369
H -1.882 0.687 -2.067
```

Expectation value of S²: 2.01
E_HOMO (spin up / spin down) in Eh: -0.1883 / -0.3640
Relative energy (zero: lowest compared OMol25 entry of this formula, charge and spin) in kcal/mol: 2.0
Multiplicity: 3
Lowest unoccupied orbital energy (spin up / spin down) in eV: 0.829 / -1.213
Frontier orbital gap (spin up / spin down) in eV: 5.95 / 8.69
Largest force on an atom in eV/A: 3.680

Atom charges from the natural (NBO) analysis, given in e for atoms 1 to 6: -0.6077, -0.5044, -0.2883, -0.2181, 0.5774, -0.3237

---

(3)
A structure of composition C21H29N5O2 in a non-equilibrium geometry. Source: the Open Molecules 2025 dataset; level of theory: ωB97M-V/def2-TZVPD.

```
57
Properties=species:S:1:pos:R:3
O -4.681 -1.950 0.586
C -4.022 -1.102 -0.137
N -2.847 -1.194 -0.873
C -2.482 -0.180 -1.493
O -1.521 -0.265 -2.300
C -3.539 0.901 -1.083
H -3.897 1.331 -1.898
C -4.622 0.371 -0.426
H -5.645 0.402 -0.855
C -4.522 1.088 1.010
H -5.140 0.829 1.849
C -3.163 1.449 1.090
H -2.799 1.835 1.908
H -2.481 0.513 1.345
C -2.890 2.010 -0.297
H -1.941 2.299 -0.315
C -3.848 3.019 -0.011
H -4.230 3.490 -0.962
H -3.337 4.124 0.414
C -5.081 2.606 0.849
H -6.031 2.555 0.078
H -5.341 3.190 1.820
C -2.424 -2.491 -0.934
C -1.020 -2.642 -0.381
H -0.342 -1.923 -1.466
C -0.626 -2.202 0.875
H -0.100 -3.149 1.415
H -1.618 -1.964 1.391
C -0.051 -0.919 1.013
N 1.335 -1.035 0.285
C 2.392 -1.319 1.027
H 2.032 -2.344 1.498
C 3.639 -1.726 0.249
N 3.956 -0.746 -0.584
C 5.047 0.038 -0.297
N 5.298 1.447 -0.953
C 6.393 1.920 -0.934
C 7.328 1.512 0.410
C 7.030 0.350 0.825
N 5.832 -0.258 0.697
H 7.809 -0.189 1.701
H 8.095 2.121 0.560
H 6.384 2.787 -1.301
C 2.857 -0.261 -1.360
H 3.148 0.834 -1.978
C 1.840 0.130 -0.535
H 0.937 0.376 -1.128
H 2.057 0.889 0.190
H 2.666 -0.802 -2.217
H 4.323 -1.977 0.906
H 3.384 -2.539 -0.499
H 2.678 -0.604 1.759
H -0.382 -0.081 0.271
H 0.220 -0.616 2.039
H -0.541 -3.803 -0.556
H -2.454 -2.803 -1.833
H -3.064 -3.333 -0.455
```

E_HOMO in Eh: -0.2901
Relative energy (zero: lowest compared OMol25 entry of this formula, charge and spin) in kcal/mol: 423.8
Lowest unoccupied orbital energy in eV: 0.517
Frontier orbital gap in eV: 8.41
Largest force on an atom in eV/A: 11.101

Atom charges from the natural (NBO) analysis, given in e for atoms 1 to 6: -0.5669, 0.7384, -0.4828, 0.7270, -0.6055, -0.3294

---

(4)
A structure of composition C13H19BrCl2CrN5O4. Source: the Open Molecules 2025 dataset; level of theory: ωB97M-V/def2-TZVPD.

```
45
Properties=species:S:1:pos:R:3
Cr -0.416 1.078 0.026
C 1.448 0.212 -2.061
C 0.108 0.077 -2.770
N -0.870 0.930 -2.065
C -2.255 0.495 -2.237
C -2.607 -0.560 -1.221
C -3.784 -1.271 -1.356
C -4.132 -2.182 -0.372
C -3.250 -2.392 0.668
C -2.067 -1.664 0.723
C -1.100 -1.950 1.850
N 0.124 -1.203 1.765
C 1.257 -1.835 1.116
C 1.273 -1.550 -0.382
N 1.242 -0.104 -0.645
N -1.770 -0.727 -0.183
H 1.790 1.241 -2.143
H 2.202 -0.431 -2.524
H -0.234 -0.958 -2.708
H 0.195 0.352 -3.823
H -0.766 1.881 -2.415
H -2.446 0.120 -3.247
H -2.911 1.348 -2.060
H -4.428 -1.089 -2.206
H -5.070 -2.717 -0.425
H -3.470 -3.110 1.447
H -0.921 -3.035 1.864
H -1.610 -1.695 2.782
H 0.385 -0.841 2.668
H 1.260 -2.925 1.263
H 2.169 -1.432 1.557
H 0.409 -2.028 -0.849
H 2.178 -1.992 -0.813
H 1.970 0.348 -0.065
Cl 1.886 0.704 4.636
C 1.721 2.155 3.604
Cl 3.146 3.176 3.720
C 1.487 1.617 2.178
O 0.245 1.475 1.932
O 2.457 1.286 1.498
H 0.856 2.701 3.960
O 1.348 4.226 -1.491
N 0.726 3.213 -1.525
O 0.539 2.692 -0.355
Br -2.443 2.274 0.576
```

Expectation value of S²: 3.78
E_HOMO (spin up / spin down) in Eh: -0.3271 / -0.3289
Relative energy (zero: lowest compared OMol25 entry of this formula, charge and spin) in kcal/mol: 3.0
Multiplicity: 4
Lowest unoccupied orbital energy (spin up / spin down) in eV: -0.080 / -0.099
Frontier orbital gap (spin up / spin down) in eV: 8.82 / 8.85
Largest force on an atom in eV/A: 0.872

Atom charges from the natural (NBO) analysis, given in e for atoms 1 to 6: 1.2296, -0.2335, -0.2254, -0.6282, -0.2728, 0.2604

---

(5)
A cluster of 2 separate species, C4H12 in total in a non-equilibrium geometry. Source: the Open Molecules 2025 dataset; level of theory: ωB97M-V/def2-TZVPD.

```
16
Properties=species:S:1:pos:R:3
C -0.144 -2.026 -0.074
C 0.883 -2.166 -1.195
H 0.275 -1.360 0.684
H -1.017 -1.500 -0.456
H -0.396 -2.977 0.382
H 1.147 -1.203 -1.623
H 1.778 -2.689 -0.873
H 0.500 -2.784 -2.011
C -0.886 1.631 0.369
C 0.149 2.584 0.927
H -1.876 1.634 0.843
H -1.143 1.812 -0.676
H -0.614 0.583 0.478
H 1.144 2.176 0.747
H 0.061 2.711 2.007
H 0.137 3.574 0.473
```

E_HOMO in Eh: -0.4257
Relative energy (zero: lowest compared OMol25 entry of this formula, charge and spin) in kcal/mol: 4.0
SMILES: CC.CC
Lowest unoccupied orbital energy in eV: 1.138
Frontier orbital gap in eV: 12.72
Largest force on an atom in eV/A: 1.288

Atom charges from the natural (NBO) analysis, given in e for atoms 1 to 6: -0.6031, -0.6038, 0.1974, 0.2027, 0.2059, 0.2029

---

(6)
The molecule C5H6O2. Source: the Open Molecules 2025 dataset; level of theory: ωB97M-V/def2-TZVPD.

```
13
Properties=species:S:1:pos:R:3
C 1.983 0.328 -1.724
C 1.027 0.218 -0.846
C 0.065 -0.014 0.019
C -0.646 -1.300 -0.164
O -1.417 -1.765 0.653
C -0.291 0.841 1.227
O -1.674 0.884 1.465
H 2.965 -0.098 -1.530
H 1.830 0.842 -2.669
H -0.419 -1.833 -1.107
H 0.256 0.455 2.102
H 0.037 1.871 1.061
H -1.953 -0.035 1.601
```

E_HOMO in Eh: -0.3656
Relative energy (zero: lowest compared OMol25 entry of this formula, charge and spin) in kcal/mol: 47.3
SMILES: C=C=C(C=O)CO
Lowest unoccupied orbital energy in eV: 0.261
Frontier orbital gap in eV: 10.21
Largest force on an atom in eV/A: 0.457

Atom charges from the natural (NBO) analysis, given in e for atoms 1 to 6: -0.4780, 0.1693, -0.2449, 0.4271, -0.5527, -0.0708

---

(7)
The ion C5H11N6O4 with charge +1 in a non-equilibrium geometry. Source: the Open Molecules 2025 dataset; level of theory: ωB97M-V/def2-TZVPD.

```
26
Properties=species:S:1:pos:R:3
O -1.420 -1.943 0.153
N -2.440 -1.263 0.026
O -3.514 -1.780 -0.131
C -2.218 0.111 -0.214
N -0.949 0.617 -0.423
C 0.085 -0.100 -1.002
N 0.996 -1.004 -0.130
C 0.938 -0.681 1.302
N 1.362 0.656 1.537
C 2.280 1.167 0.827
N 2.805 0.533 -0.278
C 2.427 -0.809 -0.511
N -3.228 0.947 -0.091
O -4.362 0.731 0.318
O -2.774 2.260 -0.217
H -0.625 1.383 0.297
H -0.328 -0.709 -1.897
H 0.729 0.553 -1.465
H 0.591 -1.928 -0.211
H 1.463 -1.477 1.629
H -0.148 -0.828 1.606
H 2.562 2.121 1.219
H 3.501 0.918 -0.834
H 2.673 -0.920 -1.536
H 2.965 -1.550 0.260
H -3.369 2.996 -0.235
```

E_HOMO (spin up / spin down) in Eh: -0.4695 / -0.4694
Relative energy (zero: lowest compared OMol25 entry of this formula, charge and spin) in kcal/mol: 7.1
SMILES: O=[N+]([O-])/C(NC[N@@H+]1CN=CNC1)=[N+](\[O-])O
Total charge: +1
Lowest unoccupied orbital energy (spin up / spin down) in eV: -4.383 / -4.381
Frontier orbital gap (spin up / spin down) in eV: 8.39 / 8.39
Largest force on an atom in eV/A: 4.495

Atom charges from the natural (NBO) analysis, given in e for atoms 1 to 6: -0.4916, 0.4975, -0.2677, 0.2759, -0.6139, -0.0496

---

(8)
A cluster of 10 separate species, C10H40N8O10 in total in a non-equilibrium geometry. Source: the Open Molecules 2025 dataset; level of theory: ωB97M-V/def2-TZVPD.

```
68
Properties=species:S:1:pos:R:3
N 0.329 -1.217 3.071
C 1.571 -1.204 3.330
N 1.777 -1.677 4.553
O 2.310 -0.808 2.497
H 0.136 -0.910 2.128
H -0.356 -1.592 3.711
H 2.670 -1.578 5.015
H 0.998 -1.818 5.180
N -2.823 -0.618 2.173
C -3.646 0.432 2.469
N -4.110 0.374 3.668
O -3.905 1.322 1.695
H -2.317 -0.646 1.300
H -2.660 -1.327 2.874
H -4.021 -0.513 4.142
H -4.710 1.096 4.040
N 0.250 3.981 1.705
C 1.344 4.320 1.039
N 1.016 4.293 -0.202
O 2.456 4.540 1.536
H 0.269 3.803 2.699
H -0.620 3.836 1.213
H 1.716 4.569 -0.876
H 0.131 3.974 -0.570
N 0.979 -0.857 -1.077
C -0.020 -0.401 -0.437
N -0.156 0.891 -0.602
O -0.782 -1.161 0.193
H 1.498 -0.276 -1.719
H 1.339 -1.792 -0.946
H -1.052 1.225 -0.276
H 0.421 1.413 -1.247
C 2.556 -3.915 -1.268
O 3.728 -4.604 -0.832
H 1.689 -4.185 -0.665
H 2.785 -2.852 -1.191
H 2.339 -4.107 -2.318
H 3.982 -4.280 0.036
C 3.660 2.019 -1.417
O 3.151 0.981 -2.167
H 4.521 1.571 -0.922
H 3.892 2.827 -2.112
H 2.976 2.335 -0.629
H 3.958 0.524 -2.415
C -3.307 0.668 -1.995
O -4.495 0.772 -2.827
H -2.389 0.418 -2.526
H -3.164 1.585 -1.423
H -3.558 -0.202 -1.388
H -4.599 -0.034 -3.338
C 1.719 -1.450 -4.984
O 2.660 -1.553 -6.024
H 1.593 -2.478 -4.642
H 2.137 -0.720 -4.291
H 0.758 -1.067 -5.326
H 2.773 -0.631 -6.269
C -0.362 -4.095 0.980
O -0.422 -5.499 1.201
H -0.912 -3.497 1.706
H 0.671 -3.777 1.122
H -0.685 -3.911 -0.044
H 0.015 -5.554 2.054
C -3.053 4.121 0.113
O -2.218 3.143 0.569
H -2.581 4.481 -0.801
H -4.065 3.817 -0.153
H -2.985 4.920 0.851
H -2.802 2.554 1.053
```

E_HOMO in Eh: -0.3478
Relative energy (zero: lowest compared OMol25 entry of this formula, charge and spin) in kcal/mol: 56.8
SMILES: NC(N)=O.NC(N)=O.NC(N)=O.NC(N)=O.CO.CO.CO.CO.CO.CO
Lowest unoccupied orbital energy in eV: 0.048
Frontier orbital gap in eV: 9.51
Largest force on an atom in eV/A: 6.716

Atom charges from the natural (NBO) analysis, given in e for atoms 1 to 6: -0.8255, 0.7468, -0.8405, -0.6637, 0.4319, 0.3648

---

(9)
The molecule C5H7NO2S in a non-equilibrium geometry. Source: the Open Molecules 2025 dataset; level of theory: ωB97M-V/def2-TZVPD.

```
16
Properties=species:S:1:pos:R:3
C 1.643 1.904 0.100
C -1.403 -0.398 0.156
C -0.801 1.044 -0.152
C -0.565 -1.503 -0.544
C 0.476 1.252 0.621
N 2.567 2.349 -0.452
O 2.295 -1.163 -0.958
O 1.342 -1.797 1.265
S 1.250 -1.065 0.028
H -1.437 -0.603 1.196
H -2.450 -0.400 -0.121
H -0.711 1.097 -1.183
H -1.373 1.842 0.173
H -0.656 -2.463 -0.052
H -0.621 -1.519 -1.728
H 0.443 1.423 1.653
```

E_HOMO (spin up / spin down) in Eh: -0.3379 / -0.3379
Relative energy (zero: lowest compared OMol25 entry of this formula, charge and spin) in kcal/mol: 70.3
Lowest unoccupied orbital energy (spin up / spin down) in eV: -1.266 / -1.264
Frontier orbital gap (spin up / spin down) in eV: 7.93 / 7.93
Largest force on an atom in eV/A: 3.996

Atom charges from the natural (NBO) analysis, given in e for atoms 1 to 6: 0.2084, -0.4162, -0.4274, -0.5737, -0.3022, -0.2847

---

(10)
The molecule C4H7FO2 in a non-equilibrium geometry. Source: the Open Molecules 2025 dataset; level of theory: ωB97M-V/def2-TZVPD.

```
14
Properties=species:S:1:pos:R:3
C 1.740 0.287 0.146
O 1.543 -1.008 -0.280
C 0.274 -1.470 -0.306
C -0.867 -0.831 0.068
F -2.044 -1.490 -0.098
C -1.207 0.597 0.361
O -0.874 1.598 -0.562
H 1.163 1.054 -0.345
H 2.798 0.572 -0.067
H 1.632 0.358 1.202
H 0.279 -2.557 -0.571
H -2.299 0.562 0.526
H -0.791 0.950 1.306
H -1.346 1.378 -1.377
```

E_HOMO in Eh: -0.3216
Relative energy (zero: lowest compared OMol25 entry of this formula, charge and spin) in kcal/mol: 50.2
SMILES: CO/C=C(/F)CO
Lowest unoccupied orbital energy in eV: 0.795
Frontier orbital gap in eV: 9.55
Largest force on an atom in eV/A: 2.745

Atom charges from the natural (NBO) analysis, given in e for atoms 1 to 6: -0.2757, -0.4811, 0.0968, 0.2174, -0.3451, -0.1474

---

(11)
A structure of composition C24H24HfN4O6S3 in a non-equilibrium geometry. Source: the Open Molecules 2025 dataset; level of theory: ωB97M-V/def2-TZVPD.

```
62
Properties=species:S:1:pos:R:3
Hf 0.728 0.638 -0.177
O -1.410 1.988 -0.119
C -1.290 3.290 0.441
C -0.605 3.194 1.805
N 0.621 2.406 1.669
C 0.868 1.583 2.854
C 0.296 0.161 2.625
O 0.406 -0.680 3.495
O -0.280 -0.003 1.490
C 1.800 3.195 1.328
C 2.932 2.195 0.967
O 4.084 2.459 1.214
O 2.504 1.083 0.468
H -2.025 1.476 0.430
H -0.682 3.861 -0.266
H -2.275 3.758 0.534
H -0.407 4.196 2.207
H -1.278 2.667 2.489
H 1.939 1.486 3.049
H 0.420 2.013 3.758
H 1.608 3.826 0.455
H 2.144 3.832 2.156
S 1.738 -0.555 -2.223
C 0.626 0.247 -3.304
C 0.054 -0.460 -4.356
C -0.849 0.142 -5.230
C -1.524 -0.639 -6.190
N -2.119 -1.312 -6.904
C -1.129 1.517 -5.097
C -0.544 2.233 -4.058
C 0.293 1.614 -3.137
S 0.956 2.541 -1.822
C -1.993 2.184 -5.990
N -2.676 2.764 -6.707
H 0.324 -1.498 -4.496
H -0.749 3.287 -3.953
C 3.636 -1.244 3.399
C 3.602 -2.228 2.221
C 2.567 -1.836 1.318
N 1.725 -1.485 0.619
H 4.374 -1.570 4.127
H 2.659 -1.200 3.879
H 3.909 -0.251 3.045
H 3.395 -3.242 2.575
H 4.558 -2.225 1.690
C -2.005 -2.405 -2.250
S -0.681 -1.869 -1.110
O -0.907 -0.374 -1.034
C -1.452 -2.480 0.400
C -0.783 -3.473 1.096
C -1.310 -3.949 2.283
C -2.500 -3.432 2.767
C -3.158 -2.431 2.068
C -2.635 -1.950 0.882
H -2.928 -1.904 -1.987
H -2.117 -3.481 -2.178
H -1.704 -2.124 -3.254
H 0.150 -3.854 0.709
H -0.783 -4.713 2.832
H -2.912 -3.799 3.695
H -4.077 -2.018 2.455
H -3.129 -1.154 0.348
```

E_HOMO in Eh: -0.2853
Relative energy (zero: lowest compared OMol25 entry of this formula, charge and spin) in kcal/mol: 31.6
Lowest unoccupied orbital energy in eV: -0.001
Frontier orbital gap in eV: 7.76
Largest force on an atom in eV/A: 2.852

Atom charges from the natural (NBO) analysis, given in e for atoms 1 to 6: 1.9621, -0.6993, -0.0856, -0.2424, -0.4816, -0.3494

---

(12)
A cluster of 2 separate species, C5H13NO in total in a non-equilibrium geometry. Source: the Open Molecules 2025 dataset; level of theory: ωB97M-V/def2-TZVPD.

```
20
Properties=species:S:1:pos:R:3
C 2.476 0.506 -0.986
C 1.137 0.136 -1.626
C 0.001 0.870 -0.915
N -1.260 0.415 -1.192
O 0.164 1.704 -0.051
H 2.441 0.638 0.098
H 2.970 1.355 -1.447
H 3.149 -0.352 -0.975
H 1.201 0.406 -2.676
H 0.943 -0.923 -1.454
H -2.009 1.040 -0.939
H -1.509 -0.225 -1.922
C -1.378 -1.243 1.460
C -0.957 -1.783 2.817
H -2.379 -1.519 1.121
H -1.556 -0.155 1.476
H -0.644 -1.258 0.663
H -1.846 -1.892 3.420
H -0.281 -1.116 3.352
H -0.405 -2.692 2.675
```

E_HOMO in Eh: -0.3634
Relative energy (zero: lowest compared OMol25 entry of this formula, charge and spin) in kcal/mol: 12.5
SMILES: CCC(N)=O.CC
Lowest unoccupied orbital energy in eV: 0.865
Frontier orbital gap in eV: 10.75
Largest force on an atom in eV/A: 2.144

Atom charges from the natural (NBO) analysis, given in e for atoms 1 to 6: -0.6099, -0.5159, 0.6806, -0.8345, -0.6052, 0.2304